Record 1
Below is a cluster of 2 separate species, HNO4S in total, with properties calculated with wB97M-V/def2-TZVPD.

Results
gap between HOMO and LUMO: 10.356 eV
energy: -20527.7909 eV
LUMO level: -1.2142 eV
ΔE to the lowest compared entry with this formula, charge and spin: 0.274 eV
E_HOMO: -11.57 eV

ORCA input file:
```
! wB97M-V def2-TZVPD RIJCOSX def2/J DEFGRID3
* xyz 0 1
N -1.2689 -1.0064 0.7447
O 2.3443 2.0934 -1.7690
O 0.8871 0.4875 -0.6391
O -1.1903 0.1527 0.8225
O -2.0865 -1.7148 0.2286
S 1.7938 1.5917 -0.5546
H -0.4795 -1.6040 1.1670
*
```

***

Record 2
Below is a structure of composition C14H37BeN3O7, with properties calculated with wB97M-V/def2-TZVPD.

Results
gap between HOMO and LUMO: 2.822 eV
energy: -34310.8762 eV
LUMO level: -4.7172 eV
ΔE to the lowest compared entry with this formula, charge and spin: 9.170 eV
E_HOMO: -7.54 eV

ORCA input file:
```
! wB97M-V def2-TZVPD RIJCOSX def2/J DEFGRID3
* xyz 0 1
Be 1.0988 0.6010 -1.3708
C 6.1230 2.0979 -1.8239
O 5.4569 2.1050 -0.7681
O 7.3520 1.9475 -1.9050
O 5.4986 1.9467 -2.8532
C 2.9832 -6.1301 -2.7410
C 2.1683 -4.8509 -2.8916
C 0.6195 -4.9487 -3.2379
O -0.0456 -3.6811 -3.3604
C -1.0729 -3.8864 -4.2596
N 2.2469 -4.0886 -1.6638
H 2.5523 -6.8092 -2.0053
H 4.0217 -5.9491 -2.4639
H 2.9478 -6.7461 -3.6396
H 2.7369 -4.2182 -3.5731
H 0.1692 -5.5225 -2.4279
H 0.5345 -5.6109 -4.0996
H -0.8305 -4.1300 -5.2940
H -1.6126 -2.9417 -4.3251
H -1.7388 -4.6629 -3.8831
H 3.2179 -3.9300 -1.4355
H 1.9449 -4.7338 -0.9477
C 2.1915 -0.7869 6.1833
C 0.8655 -0.6319 5.5015
C -0.2601 -0.3629 6.5712
O -1.4628 -0.2499 5.8007
C -2.4597 0.5720 6.3284
N 0.8873 0.4950 4.6022
H 2.2556 -1.6749 6.8121
H 2.3326 0.0361 6.8840
H 3.0562 -0.7496 5.5207
H 0.7704 -1.5445 4.9130
H -0.0076 0.5241 7.1522
H -0.3562 -1.1886 7.2762
H -2.7685 0.3907 7.3579
H -3.3832 0.4059 5.7737
H -2.1130 1.5991 6.2145
H 0.7257 1.2524 5.2506
H 1.8458 0.7300 4.3875
C -1.3829 5.8865 -4.9469
C -0.8109 5.1007 -3.7140
C -1.4533 5.6104 -2.3965
O -0.9153 4.8587 -1.3195
C -1.5361 5.1567 -0.1159
N -1.1754 3.7464 -3.8884
H -2.4648 5.7997 -5.0464
H -0.9177 5.5127 -5.8591
H -1.2319 6.9656 -4.9181
H 0.2670 5.2273 -3.6120
H -2.5377 5.5007 -2.4117
H -1.1918 6.6646 -2.3055
H -2.3122 4.4254 0.1099
H -2.0088 6.1292 0.0210
H -0.8038 5.0881 0.6885
H -1.0403 3.4445 -4.8427
H -2.1848 3.7693 -3.9160
C -4.3912 -2.4276 0.9856
O -3.2475 -1.5867 1.0734
H -4.9680 -2.2531 0.0774
H -4.0392 -3.4581 0.9385
H -5.0774 -2.3078 1.8240
H -3.0681 -1.5273 2.0146
*
```

***

Record 3
Below is a structure of composition C28H62N11Ti, with properties calculated with wB97M-V/def2-TZVPD.

Results
gap between HOMO and LUMO (alpha / beta): 8.247 / 8.875 eV
energy: -69537.4184 eV
LUMO level (alpha / beta): -4.3098 / -4.1640 eV
expectation value of S²: 0.754
ΔE to the lowest compared entry with this formula, charge and spin: 0.146 eV
E_HOMO (alpha / beta): -12.56 / -13.04 eV

ORCA input file:
```
! wB97M-V def2-TZVPD RIJCOSX def2/J DEFGRID3
* xyz 2 2
Ti -0.5401 0.4792 -0.2776
N 0.8749 0.4658 1.3824
C 1.0315 1.7595 2.0776
C -0.3681 2.2496 2.3794
N -1.1589 2.1638 1.1362
C -2.6259 2.1706 1.3568
C -3.1677 0.7869 1.0696
N -2.7310 0.4112 -0.2985
H 0.3786 -0.1733 2.0104
H 1.7928 0.0792 1.1702
H 1.5563 2.4567 1.4213
H 1.6148 1.6661 2.9956
H -0.3589 3.2646 2.7824
H -0.8285 1.5921 3.1162
H -0.9193 2.9640 0.5562
H -3.0857 2.8977 0.6865
H -2.8723 2.4789 2.3743
H -4.2527 0.7576 1.1906
H -2.7164 0.0642 1.7468
H -3.1537 1.0491 -0.9716
H -3.0768 -0.5227 -0.5145
C 0.3919 -4.2629 1.9966
N -0.1082 -3.3825 3.0370
C -0.1512 -3.9812 4.3685
C -0.5646 -2.1382 2.7755
N -1.0187 -1.7233 1.6172
C -1.7020 -2.6118 0.7631
C -2.6153 -3.5548 1.2542
C -3.3479 -4.3745 0.4181
C -3.2018 -4.2519 -0.9597
C -2.3449 -3.2905 -1.4587
C -1.5819 -2.4654 -0.6221
N -0.7798 -1.4318 -1.2031
C -0.1771 -1.8120 -2.3432
N -0.2762 -1.0395 -3.4524
C -1.5662 -0.4725 -3.8414
C 0.7417 -0.9871 -4.4952
N 0.5822 -2.9269 -2.4044
C 1.0866 -3.5483 -1.1922
C 0.5695 -3.8192 -3.5632
N -0.5054 -1.1901 3.8060
C -1.7748 -0.8262 4.4287
C 0.6322 -1.1541 4.7175
H -0.3590 -4.9895 1.6786
H 1.2579 -4.7986 2.3858
H 0.6954 -3.6748 1.1357
H -0.4617 -5.0205 4.2637
H -0.8816 -3.4788 4.9948
H 0.8240 -3.9637 4.8558
H -2.7526 -3.6272 2.3266
H -4.0442 -5.0876 0.8366
H -3.7731 -4.8735 -1.6345
H -2.2785 -3.1501 -2.5328
H -2.1587 -0.2386 -2.9625
H -2.1142 -1.1750 -4.4749
H -1.3993 0.4418 -4.4068
H 0.4099 -1.4702 -5.4161
H 1.6598 -1.4617 -4.1589
H 0.9464 0.0615 -4.7258
H 1.1773 -2.8034 -0.4025
H 2.0660 -3.9793 -1.4017
H 0.4181 -4.3432 -0.8511
H -0.0283 -3.4028 -4.3665
H 0.1231 -4.7699 -3.2642
H 1.5807 -4.0075 -3.9247
H -2.5950 -1.0241 3.7444
H -1.7907 0.2278 4.7074
H -1.9428 -1.4045 5.3436
H 0.4583 -1.6946 5.6506
H 0.8374 -0.1140 4.9785
H 1.5144 -1.5645 4.2297
C 3.9768 1.2041 -2.8744
C 4.0599 0.7052 -1.4309
C 5.0586 1.5459 -0.6443
C 4.4675 -0.7644 -1.3933
N 2.7676 0.8654 -0.7089
N 1.6603 0.1547 -1.2874
H 4.9524 1.1381 -3.3545
H 3.6592 2.2488 -2.9092
H 3.2867 0.6098 -3.4778
H 6.0431 1.4986 -1.1073
H 5.1400 1.1864 0.3815
H 4.7536 2.5945 -0.6208
H 5.4913 -0.8725 -1.7482
H 3.8431 -1.3860 -2.0424
H 4.4222 -1.1516 -0.3735
H 2.5147 1.8508 -0.7426
H 1.9275 -0.8274 -1.2612
H 1.5568 0.3979 -2.2742
C -1.9637 3.3009 -3.2891
C -1.3882 3.2099 -1.8760
C -0.7426 4.5461 -1.5031
C -0.3916 2.0358 -1.7260
H -2.6620 4.1337 -3.3819
H -2.4999 2.3898 -3.5634
H -1.1607 3.4545 -4.0138
H -2.2514 3.0739 -1.2087
H 0.0411 4.7911 -2.2232
H -0.2709 4.5277 -0.5139
H -1.4666 5.3613 -1.5056
H 0.6033 2.4785 -1.5414
H -0.2798 1.5424 -2.7002
*
```

***

Record 4
Below is a structure of composition C4H7IN2OP, with properties calculated with wB97M-V/def2-TZVPD.

Results
gap between HOMO and LUMO (alpha / beta): 6.920 / 6.919 eV
energy: -26665.9716 eV
LUMO level (alpha / beta): -4.9485 / -4.9461 eV
ΔE to the lowest compared entry with this formula, charge and spin: 3.624 eV
E_HOMO (alpha / beta): -11.87 / -11.86 eV

ORCA input file:
```
! wB97M-V def2-TZVPD RIJCOSX def2/J DEFGRID3
* xyz 1 1
C 1.1002 0.8865 -0.0266
C 0.0060 -1.9002 -1.0481
C -0.9363 0.3416 0.4838
C -0.6428 2.5489 -0.5917
N -0.1948 1.2960 -0.0555
N 1.2738 -1.6840 1.6152
O -0.1667 -3.1252 -0.6462
P 0.5734 -0.8289 0.3288
I -3.0042 -0.0092 0.1169
H 1.7698 1.3525 -0.6648
H -1.4548 2.9925 -0.0302
H -1.1413 2.4032 -1.5879
H 0.3041 3.1213 -0.7364
H 1.7344 -1.0859 2.2387
H 1.3572 -2.6441 1.8512
H -0.5779 -3.6648 -1.2472
*
```

***

Q: Number 1 is which compound?
A: HNO4S

***

Q: energy of number 2 (C14H37BeN3O7)?
A: -34310.8762 eV